Formula: C4H9N
Source: the Open Molecules 2025 dataset
Level of theory: wB97M-V/def2-TZVPD

Positions of all 14 atoms, in Å:
C 0.45 -0.10 -0.74
C -0.52 -0.09 0.45
C 1.46 -1.22 -0.92
H 1.15 0.25 1.54
N 0.21 -0.17 1.68
H -1.24 -0.84 0.33
H 0.29 0.61 -1.53
H -1.22 2.20 0.51
H -2.17 0.91 1.22
H -2.16 1.02 -0.53
H 1.40 -2.04 -0.24
H 2.13 -1.50 -1.75
C -1.54 1.16 0.38
H 1.76 -0.22 -0.38

Calculated values
- LUMO: -1.14 eV
- Energy relative to the best compared isomer or geometry (same formula, charge and spin): 6.383 eV
- Gap between HOMO and LUMO: 0.1978 Ha
- 2S+1: 1
- Total charge: 0
- E_HOMO: -6.5 eV

These are the Mulliken partial charges, in e, on atoms 1 to 4: -0.60 0.62 -0.65 0.12